Entry 1:
{
  "formula": "C3H7N5",
  "method": "wB97M-V/def2-TZVPD",
  "symbols": ["N", "N", "C", "C", "C", "N", "N", "N", "H", "H", "H", "H", "H", "H", "H"],
  "coordinates": [[-1.0718, 1.0463, 2.1493], [-1.4150, 0.4128, 0.8541], [-0.2112, 0.2654, 0.2820], [1.0696, 0.0713, 0.8515], [1.9111, -0.3832, -0.1134], [1.3153, -0.6027, -1.3504], [-0.0732, -0.0525, -1.1293], [-1.1783, -0.7307, -1.7654], [-2.0785, 0.9253, 2.8066], [-0.2210, 0.4497, 2.7755], [1.2443, 0.2038, 1.8835], [3.0052, -0.7647, 0.0127], [1.8009, 0.1421, -2.1727], [-1.7665, 0.1435, -1.7488], [-1.6402, -1.3338, -0.9857]],
  "forces_ev_per_a": [[-2.18, -2.37, 4.07], [4.21, 0.84, -0.01], [-3.07, -1.44, -1.64], [1.41, -0.01, -1.12], [1.87, -0.84, 1.11], [-0.79, 3.39, -2.24], [1.11, -0.40, 1.03], [-0.59, 1.25, 2.25], [3.98, 0.24, -2.39], [-3.59, 1.72, -2.14], [0.73, -0.01, 0.57], [-2.14, 1.08, -0.26], [-1.73, -2.92, 2.95], [-0.18, -1.57, -0.65], [0.95, 1.05, -1.53]],
  "smiles": "N/N=c1\\cc[nH]n1N",
  "orbital_gap_ev": 8.35,
  "de_lowest_kj_mol": 562.2
}

Entry 2:
{
  "formula": "C6H11N",
  "method": "wB97M-V/def2-TZVPD",
  "symbols": ["H", "N", "C", "C", "C", "C", "C", "C", "H", "H", "H", "H", "H", "H", "H", "H", "H", "H"],
  "coordinates": [[-0.8500, 2.4726, 1.1778], [-0.0725, 1.9490, 0.7700], [-0.1432, 0.7364, 1.1413], [0.7865, -0.3222, 0.5939], [2.1714, 0.2315, 0.2662], [0.1229, -0.9076, -0.6859], [-1.3804, -1.0200, -0.6262], [-2.1989, -0.0997, -1.1315], [-0.9345, 0.3556, 1.8056], [0.8830, -1.1229, 1.3418], [2.7869, -0.5292, -0.2277], [2.0707, 1.0983, -0.3939], [2.6930, 0.5581, 1.1719], [0.5684, -1.8885, -0.8981], [0.3849, -0.2365, -1.5131], [-1.8022, -1.8841, -0.1107], [-1.8057, 0.7905, -1.6206], [-3.2802, -0.1815, -1.0606]],
  "forces_ev_per_a": [[0.19, 0.06, -0.01], [-0.20, -0.37, 0.29], [0.03, 0.10, -0.09], [0.02, -0.03, 0.06], [0.03, 0.02, -0.01], [0.01, 0.02, -0.10], [-0.14, 0.10, -0.08], [0.09, -0.15, 0.05], [0.13, 0.20, -0.10], [-0.12, 0.16, -0.10], [-0.12, 0.11, 0.05], [0.07, -0.15, 0.08], [-0.09, -0.04, -0.12], [-0.05, 0.20, 0.01], [-0.04, -0.09, 0.10], [0.06, 0.11, -0.08], [-0.04, -0.17, 0.03], [0.16, -0.06, 0.01]],
  "smiles": "[H]/N=C/[C@H](C)CC=C",
  "orbital_gap_ev": 10.68,
  "de_lowest_kj_mol": 112.5
}